# C17H50O8

8 unconnected molecules or ions with the total composition C17H50O8 in a non-equilibrium geometry (the ωB97M-V functional and the def2-TZVPD basis, OMol25).

The strongest force on any atom comes out at 0.0470 Eh/bohr. The SMILES is CC(C)O.CC(C)O.CC(C)O.CC(C)O.CCO.CO.CO.CO. For the energy above the lowest of the compared OMol25 structures with the same formula, charge and spin, the calculation gives 46.48 kcal per mole. The calculation puts the highest occupied orbital energy at -10.1865 eV. Its HOMO-LUMO gap is 10.54 eV.

```
! wB97M-V def2-TZVPD RIJCOSX def2/J DEFGRID3
* xyz 0 1
C 0.0010 3.8909 -2.4766
C 0.8529 3.1932 -1.4147
C 1.6064 2.0215 -2.0466
O 1.8513 4.0790 -0.8974
H 0.7187 4.4260 -3.1313
H -0.7375 4.5913 -2.0393
H -0.5067 3.1740 -3.1330
H 0.2127 2.8342 -0.5693
H 0.8739 1.2701 -2.3903
H 2.2754 1.5659 -1.3321
H 2.1721 2.4142 -2.8890
H 1.4638 4.8289 -0.4277
C 4.6095 -0.8814 -2.0998
C 4.7624 -0.8975 -0.5913
C 3.4707 -1.3160 0.1405
O 5.8088 -1.8442 -0.1835
H 3.8697 -0.1123 -2.3514
H 4.2238 -1.8429 -2.4376
H 5.5650 -0.7396 -2.5994
H 5.0894 0.1023 -0.2829
H 2.7489 -0.5410 -0.0010
H 3.7351 -1.4476 1.1904
H 3.1177 -2.2892 -0.2516
H 6.6417 -1.5416 -0.5770
C 0.7004 0.6285 5.2829
C 0.2656 1.5709 4.1655
C 1.3159 1.6366 3.0516
O -0.8859 1.0050 3.4561
H 0.9489 -0.3620 4.8755
H -0.0316 0.6004 6.0976
H 1.6099 1.0379 5.7230
H 0.0149 2.5347 4.5740
H 0.9244 2.1676 2.1911
H 1.6293 0.6274 2.8032
H 2.1482 2.2146 3.4183
H -1.6348 0.8476 4.0571
C 1.1971 -3.7103 2.1139
C 0.1661 -4.4558 1.2748
C 0.3840 -4.2163 -0.2250
O 0.3191 -5.8259 1.5845
H 1.0380 -3.9799 3.1501
H 0.9921 -2.6298 1.9992
H 2.2158 -3.9687 1.7742
H -0.8686 -4.1876 1.4962
H -0.2859 -4.8389 -0.8129
H 1.4155 -4.4910 -0.4372
H 0.1933 -3.1791 -0.4539
H -0.2795 -6.2881 0.9732
C -3.0354 -0.6975 -2.7394
C -2.3992 -0.5499 -4.0966
O -2.3354 -1.8324 -4.7331
H -2.3470 -1.3053 -2.1140
H -3.9996 -1.2432 -2.7237
H -3.1300 0.2453 -2.2205
H -1.4114 -0.0546 -4.0501
H -3.0723 -0.0454 -4.7571
H -1.6104 -2.2878 -4.2479
C -3.3813 2.9958 -1.1712
O -3.2704 3.1761 -2.5588
H -4.4068 2.7298 -0.8492
H -2.6952 2.1943 -0.8833
H -3.0991 3.9360 -0.6762
H -4.0036 3.7095 -2.8616
C -4.7383 -0.2388 1.5313
O -6.1051 0.0700 1.2173
H -4.1210 0.2813 0.7940
H -4.4178 0.1007 2.5412
H -4.5651 -1.3062 1.4357
H -6.1055 1.0355 1.1519
C -0.3713 0.0967 0.2588
O -1.5795 0.7141 0.6355
H 0.5374 0.7219 0.2457
H -0.2496 -0.8579 0.7594
H -0.5458 -0.1803 -0.8106
H -1.4604 0.9166 1.5812
*
```